This record from the Open Molecules 2025 dataset describes an isolated molecule of C6H5NO. The level of theory is wB97M-V/def2-TZVPD.

Net charge: 0
LUMO level, eV: -0.52
Energy above the lowest of the compared OMol25 structures with the same formula, charge and spin, kcal per mole: 51.5
SMILES: C=C(C#N)C(=C)C=O

Each line ends with the natural charge from an NBO analysis.
Geometry (Å):
C: 1.56461 0.49055 -0.78616  -0.308
C: 0.58818 -0.22333 -0.27748  -0.128
C: 0.85239 -1.63298 0.19603  0.389
C: -0.73265 0.29699 0.33508  -0.091
C: -1.10380 1.43587 0.87708  -0.307
C: -1.81559 -0.59069 -0.31923  0.259
H: 2.49396 0.28327 -1.26615  0.223
H: 1.31701 1.50729 -0.98669  0.203
H: 1.75609 -2.00551 -0.32545  0.152
H: -2.07359 1.54785 1.15003  0.213
H: -0.39344 2.22384 1.28499  0.216
N: -2.52243 -1.26734 -1.00973  -0.318
O: 0.06924 -2.06580 1.12768  -0.504

Cartesian forces (eV/Å) of the 2 atoms listed first:
C -0.7063 1.6285 -1.1956
C -0.6791 -1.1957 2.9032


This record from the Open Molecules 2025 dataset describes a structure of composition C41H89AlO14. The level of theory is wB97M-V/def2-TZVPD.

Net charge: -2
LUMO level, eV: 3.04

Each line ends with the Mulliken charge.
Geometry (Å):
O: 3.80352 -1.57729 -3.34228  -0.637
C: 2.66988 -1.46985 -2.89780  0.080
O: 1.79194 -0.53246 -3.26129  -0.438
Al: 0.01130 -1.11877 -3.42412  -0.350
C: -1.26158 -0.10311 -2.15117  -0.414
O: -1.74061 -0.91391 -1.00799  -0.456
O: -2.22274 -2.11793 -1.47294  -0.275
C: -0.51012 -0.85420 -5.41094  0.932
O: -1.54827 -1.43780 -5.82957  -0.714
O: 0.25601 -0.09558 -6.19826  -0.738
C: 2.23968 -2.48393 -1.76242  0.347
C: 2.04833 -1.89535 -0.44178  0.035
C: 1.59418 -2.79966 0.67150  -0.483
C: 1.40337 -4.20227 0.36302  -0.393
C: 1.59034 -4.78533 -0.97066  -0.481
C: 2.01904 -3.90887 -2.04684  -0.216
H: -0.19940 -2.67284 -3.13093  -0.290
H: -2.21039 0.19745 -2.70171  0.297
H: -0.77784 0.79537 -1.66032  0.205
H: -3.07072 -1.96219 -1.94087  0.260
H: 2.22314 -0.80358 -0.29425  0.439
H: 1.46088 -2.36212 1.68288  0.249
H: 1.09566 -4.89229 1.18810  0.256
H: 1.40909 -5.86246 -1.18146  0.312
H: 2.19452 -4.25133 -3.09466  0.357
C: -4.06017 -0.37445 1.85392  -0.721
C: -4.24884 0.28363 0.49811  0.092
O: -5.41151 -0.16181 -0.19410  -0.398
C: -6.65031 0.06050 0.44939  -0.405
C: -6.94270 1.52674 0.72302  -1.035
H: -4.00962 -1.46122 1.74547  0.305
H: -3.13825 -0.02424 2.32175  0.212
H: -4.88539 -0.15266 2.53616  0.169
H: -3.39425 0.03309 -0.13447  -0.015
H: -4.25682 1.37633 0.58835  0.248
H: -6.70889 -0.53021 1.37170  0.293
H: -7.42034 -0.33457 -0.21897  0.388
H: -6.20646 1.97268 1.39420  0.308
H: -7.92747 1.63757 1.18435  0.377
H: -6.92612 2.09885 -0.20747  0.285
C: 1.15818 2.95278 1.66712  -1.316
C: 0.36989 1.67904 1.92302  0.935
O: 1.18307 0.55915 2.23075  -0.253
C: 1.99645 0.68102 3.38261  -0.003
C: 1.20849 0.92082 4.65997  -1.110
H: 1.87111 2.80238 0.85242  0.301
H: 0.48445 3.76943 1.39919  0.442
H: 1.72794 3.26444 2.54553  0.291
H: -0.18218 1.41885 1.01802  0.155
H: -0.37927 1.83187 2.70886  -0.658
H: 2.75066 1.46223 3.23167  0.088
H: 2.54349 -0.25957 3.47571  0.110
H: 0.64546 1.85610 4.62359  0.242
H: 1.88196 0.96801 5.51938  0.489
H: 0.49029 0.11295 4.82182  0.332
C: -2.00229 1.83622 6.75298  -1.201
C: -2.81346 1.68999 5.47601  -0.013
O: -3.32000 0.38249 5.27045  -0.340
C: -4.19281 -0.11862 6.26668  -0.381
C: -5.44548 0.72034 6.45669  -1.024
H: -1.16653 1.13151 6.75554  0.261
H: -1.60765 2.85092 6.83952  0.389
H: -2.60106 1.63444 7.64330  0.390
H: -2.16882 1.90823 4.62231  -0.031
H: -3.62786 2.42194 5.44243  0.327
H: -3.65490 -0.24217 7.21371  0.319
H: -4.48373 -1.12104 5.94516  0.369
H: -5.21284 1.73467 6.78621  0.269
H: -6.09623 0.26555 7.20668  0.395
H: -5.99678 0.79998 5.51701  0.239
C: 7.32058 -1.82714 2.93327  -1.059
C: 6.15241 -0.99457 2.43311  -0.386
O: 5.19078 -0.69856 3.43592  -0.221
C: 5.65156 0.03516 4.55624  0.033
C: 6.22104 1.39711 4.19642  -1.379
H: 6.96283 -2.76618 3.36261  0.159
H: 8.00451 -2.05302 2.11283  0.465
H: 7.88933 -1.30960 3.70933  0.250
H: 5.62652 -1.55558 1.65906  0.402
H: 6.50286 -0.07141 1.96061  0.338
H: 6.37758 -0.55762 5.12474  -0.027
H: 4.78841 0.17546 5.21228  0.387
H: 7.09364 1.31685 3.54599  0.313
H: 6.52409 1.93201 5.09932  0.445
H: 5.47424 1.99517 3.66926  0.283
C: -0.62385 3.94631 -9.66853  -1.029
C: -0.16409 4.60531 -8.37877  -0.366
O: -1.22349 4.92805 -7.49600  -0.435
C: -2.01749 3.83187 -7.04432  -0.457
C: -1.22895 2.77550 -6.29158  -0.797
H: -1.33470 4.59128 -10.19488  0.287
H: 0.22946 3.75427 -10.32319  0.380
H: -1.12260 2.99449 -9.48327  0.274
H: 0.33299 5.54847 -8.62205  0.324
H: 0.58011 3.98660 -7.86794  0.354
H: -2.56186 3.38898 -7.88632  0.303
H: -2.77412 4.25501 -6.37757  0.326
H: -0.46282 2.31198 -6.91298  0.213
H: -1.89161 1.98384 -5.94019  0.359
H: -0.72507 3.21811 -5.42845  0.245
C: 6.22385 -3.25251 6.26760  -0.914
C: 6.63948 -2.57043 7.55982  -0.517
O: 5.55865 -2.31640 8.44405  -0.443
C: 4.83411 -3.45007 8.89190  -0.330
C: 5.68436 -4.45625 9.64910  -1.029
H: 5.47593 -2.65273 5.74256  0.189
H: 7.08741 -3.38855 5.61414  0.328
H: 5.78435 -4.23499 6.44827  0.416
H: 7.07663 -1.59859 7.32095  0.372
H: 7.42126 -3.14278 8.07143  0.339
H: 4.31872 -3.92541 8.05074  0.306
H: 4.05405 -3.07387 9.55754  0.343
H: 6.47860 -4.87153 9.02650  0.271
H: 5.06700 -5.28512 10.00116  0.384
H: 6.15882 -3.98223 10.51174  0.283
C: -11.46188 2.51924 -1.59993  -1.012
C: -10.40665 3.33178 -2.33256  -0.339
O: -9.18170 2.64495 -2.50786  -0.410
C: -9.23521 1.43654 -3.25194  -0.237
C: -9.74511 1.61772 -4.67123  -1.176
H: -11.09085 2.20765 -0.61989  0.249
H: -12.36970 3.11096 -1.46118  0.388
H: -11.73344 1.61534 -2.14748  0.265
H: -10.17849 4.22361 -1.74520  0.335
H: -10.78494 3.68621 -3.29779  0.316
H: -9.82681 0.68743 -2.71399  0.298
H: -8.21397 1.05273 -3.28955  0.348
H: -10.76994 1.99473 -4.69364  0.275
H: -9.72694 0.66550 -5.20431  0.394
H: -9.12145 2.33301 -5.21174  0.311
C: 4.71803 -1.40840 -6.22794  -0.870
C: 6.06648 -0.82606 -6.60956  -0.462
O: 7.05717 -1.80997 -6.90448  -0.431
C: 6.76537 -2.68606 -7.97613  -0.309
C: 6.55830 -1.97700 -9.30427  -1.050
H: 4.81755 -2.06872 -5.36616  0.277
H: 4.01471 -0.61273 -5.97912  0.427
H: 4.28304 -1.99519 -7.04023  0.257
H: 6.45046 -0.24625 -5.76788  0.319
H: 5.96880 -0.12620 -7.44758  0.276
H: 5.90235 -3.31267 -7.72755  0.305
H: 7.62136 -3.36117 -8.06493  0.327
H: 5.70865 -1.29377 -9.27394  0.288
H: 6.37514 -2.70465 -10.09843  0.386
H: 7.44252 -1.38918 -9.56499  0.275

Cartesian forces (eV/Å) of the 2 atoms listed first:
O -0.3860 0.1428 0.3069
C -0.7169 0.2131 0.1562


One value per record, in order, for max |F|: 6.06, 3.24 eV/A.